Formula: C3H2InO2
Source: the Open Molecules 2025 dataset
Level of theory: wB97M-V/def2-TZVPD

Computed properties:
Orbital gap (alpha / beta) in eV: 6.83 / 6.84
Multiplicity: 2
Total charge: +2
Relative energy (zero: lowest compared OMol25 entry of this formula, charge and spin) in kcal per mole: 48.2
HOMO level (alpha / beta) in Eh: -0.7317 / -0.7325

Cartesian coordinates (Å):
In 1.09 0.87 -0.80
O -0.49 1.17 0.23
O -2.48 1.13 1.20
C -1.70 1.22 0.19
C 2.28 -2.02 -0.54
C 1.83 -0.88 -0.41
H -3.39 1.37 0.99
H 2.86 -2.87 -0.86